{
  "formula": "C34H55ClIrN5O8PSSi4",
  "method": "ωB97M-V with the def2-TZVPD basis set",
  "species": ["Ir", "N", "C", "S", "N", "N", "C", "C", "C", "C", "C", "C", "C", "O", "H", "H", "H", "H", "H", "H", "H", "O", "C", "O", "C", "C", "Cl", "N", "N", "C", "C", "O", "O", "C", "C", "C", "C", "C", "C", "H", "H", "H", "H", "H", "H", "C", "C", "O", "P", "O", "C", "C", "O", "C", "C", "H", "H", "H", "H", "H", "H", "H", "H", "H", "H", "H", "H", "H", "H", "H", "C", "Si", "C", "C", "Si", "Si", "C", "C", "C", "Si", "C", "C", "C", "H", "H", "H", "H", "H", "H", "H", "H", "H", "H", "H", "H", "H", "H", "H", "H", "H", "H", "H", "H", "H", "H", "H", "H", "H", "H", "H"],
  "xyz": [[-0.01732, -0.30889, -0.52755], [1.68452, 2.78763, 2.97265], [1.05256, 1.62999, 2.65646], [1.34090, 0.23584, 3.60446], [0.23025, 1.67555, 1.62353], [-0.49774, 0.59734, 1.31393], [-1.48298, 0.20087, 2.01649], [-2.31066, -0.94363, 1.50539], [-3.16528, -1.56745, 2.53105], [-4.51193, -1.55358, 2.43061], [-5.15973, -0.94376, 1.32092], [-4.44465, -0.42879, 0.27272], [-3.03688, -0.46426, 0.26614], [-2.35047, -0.13960, -0.73548], [2.47730, 2.72671, 3.58625], [1.64678, 3.55264, 2.31918], [-1.76453, 0.70387, 2.93544], [-2.67912, -2.00054, 3.39522], [-5.10773, -2.00045, 3.21558], [-6.24031, -0.90194, 1.29061], [-4.95081, -0.02776, -0.59641], [4.34997, 3.69974, 0.48960], [4.74031, 2.47573, 0.81201], [5.79297, 2.29708, 1.36427], [3.84398, 1.32505, 0.46458], [4.15911, 0.00301, 0.73877], [5.63530, -0.56191, 1.33810], [3.15982, -0.80042, 0.28036], [2.23017, -0.05915, -0.31678], [2.59366, 1.23107, -0.20553], [1.71282, 2.27138, -0.68634], [1.84926, 3.46326, -0.46947], [0.67976, 1.86931, -1.44602], [3.03066, -2.22510, 0.31165], [3.62166, -2.96774, 1.34421], [3.69078, -4.36552, 1.19902], [3.09982, -5.02992, 0.17196], [2.16944, -4.33878, -0.77495], [2.34761, -2.85205, -0.70519], [3.43815, 3.72259, 0.12412], [4.00102, -2.49604, 2.23192], [4.25346, -4.92692, 1.93685], [3.18719, -6.10579, 0.08613], [0.19731, -4.05782, -0.65676], [1.88092, -2.27161, -1.49216], [2.00035, -6.27036, -2.47394], [2.36114, -4.80405, -2.24061], [0.81962, -4.73450, -0.36550], [-0.90098, -2.04516, 0.79519], [-1.61308, -3.45748, 0.49255], [-2.65782, -3.57188, -0.48862], [-2.70684, -5.00790, -0.96323], [0.04240, -2.40306, 1.98575], [-0.18302, -3.29239, 3.10238], [1.15911, -3.81741, 3.55234], [2.71440, -6.93539, -1.98833], [1.99932, -6.49716, -3.54182], [1.01113, -6.47917, -2.06926], [1.71919, -4.17241, -2.87088], [3.39824, -4.62072, -2.52458], [-2.45793, -2.89065, -1.32245], [-3.60442, -3.28446, -0.02227], [-1.74892, -5.29935, -1.39328], [-3.48575, -5.11526, -1.71851], [-2.92537, -5.67269, -0.12846], [-0.84271, -4.10273, 2.78922], [-0.65384, -2.71619, 3.90236], [1.60069, -4.42454, 2.76471], [1.02957, -4.41943, 4.45315], [1.82313, -2.98168, 3.77027], [-3.14702, -1.56290, -3.58685], [-1.38196, -1.91396, -4.18865], [-1.34177, -1.39025, -6.01230], [-1.03258, -3.78148, -4.10288], [0.26780, -0.94607, -2.74142], [2.30513, -0.49097, -3.96436], [3.20645, 1.13803, -3.62050], [3.50814, -1.91943, -3.64766], [1.93271, -0.46559, -5.82786], [-0.38870, 3.00234, -2.15869], [-1.74376, 3.40710, -0.93242], [0.42195, 4.56831, -2.80600], [-0.98692, 1.98411, -3.63152], [-3.75009, -2.47284, -3.54730], [-3.65207, -0.85592, -4.24766], [-3.13467, -1.12380, -2.59174], [-2.26900, -1.68936, -6.50482], [-0.51579, -1.85154, -6.55375], [-1.24710, -0.30738, -6.11751], [-1.85081, -4.36376, -4.53092], [-0.89516, -4.11156, -3.06995], [-0.12338, -4.03556, -4.65181], [3.38367, 1.29257, -2.55802], [2.63872, 1.99554, -3.99131], [4.17760, 1.14065, -4.11792], [3.78558, -1.98500, -2.59417], [4.42303, -1.78197, -4.22893], [3.07270, -2.87889, -3.93466], [1.28178, 0.36763, -6.10263], [1.45306, -1.38755, -6.15828], [2.86293, -0.35528, -6.38930], [-2.31479, 2.51357, -0.66977], [-2.43502, 4.14132, -1.35119], [-1.32287, 3.81947, -0.01405], [0.69216, 5.23683, -1.99149], [-0.27656, 5.09136, -3.46329], [1.33058, 4.36112, -3.37493], [-1.62666, 1.15353, -3.31200], [-0.15062, 1.57747, -4.20904], [-1.57636, 2.61048, -4.30387]],
  "forces_ev_per_a": [[-1.14, -1.11, -0.08], [0.08, 0.27, -0.35], [-0.18, -1.12, 0.71], [0.16, 0.18, 0.07], [0.12, 1.62, -0.19], [0.37, -0.60, -0.30], [0.02, 0.25, 0.29], [-0.26, 0.07, -0.29], [-0.42, 0.20, 0.00], [0.61, -0.47, 0.66], [0.50, 0.54, -1.06], [-1.61, -0.36, 0.23], [1.62, -0.15, -0.27], [-0.42, 0.48, 0.55], [-0.03, -0.08, 0.03], [-0.03, 0.04, -0.06], [0.11, 0.04, 0.00], [-0.01, 0.05, 0.04], [-0.02, 0.00, -0.03], [-0.02, -0.01, 0.02], [0.06, 0.08, 0.02], [-0.36, 0.36, -0.18], [0.25, -0.37, 0.22], [-0.12, 0.09, -0.08], [-0.61, 0.22, -0.28], [0.18, -0.30, -0.25], [-0.21, -0.21, 0.02], [0.09, 0.38, 0.15], [-1.00, 1.05, 0.26], [1.03, -1.00, 0.59], [-0.74, 1.23, 0.02], [0.45, -0.35, 0.02], [0.63, -0.39, 0.34], [-0.02, -1.45, 0.53], [0.13, 0.84, -0.03], [-0.28, -0.08, -0.26], [-0.08, 0.15, -0.01], [0.63, 0.34, -0.12], [-0.02, -0.16, -0.10], [0.04, -0.08, 0.03], [0.18, 0.13, 0.01], [0.01, -0.02, 0.02], [0.10, -0.01, -0.05], [0.16, 0.09, -0.06], [0.32, -0.06, -0.13], [0.03, 0.20, -0.09], [-0.33, -0.37, 0.35], [-0.50, -0.27, 0.08], [0.99, -0.42, -0.19], [0.00, 0.51, 0.00], [-0.07, -0.14, -0.19], [0.05, 0.12, 0.08], [-0.31, 0.18, -0.45], [0.07, -0.26, 0.26], [-0.11, 0.08, -0.10], [0.00, -0.02, 0.00], [0.02, -0.08, -0.01], [-0.02, -0.05, -0.02], [0.01, 0.00, -0.03], [-0.05, 0.06, -0.03], [0.03, 0.00, 0.05], [0.02, 0.07, 0.01], [-0.01, -0.05, 0.03], [-0.02, -0.02, -0.01], [0.00, -0.02, -0.02], [-0.02, 0.04, -0.05], [0.01, 0.11, -0.09], [0.04, -0.01, 0.01], [-0.03, -0.01, 0.00], [0.00, -0.03, 0.00], [0.21, 0.10, 0.19], [-0.35, -0.51, -0.44], [0.24, 0.07, 0.28], [0.07, 0.33, 0.15], [0.24, 0.02, 0.06], [0.63, -0.27, -0.58], [-0.47, -0.01, 0.26], [-0.17, 0.26, -0.05], [-0.13, -0.02, 0.31], [-0.75, 0.65, -0.60], [0.23, -0.25, -0.13], [0.07, -0.37, 0.20], [-0.04, 0.02, 0.42], [0.07, -0.05, -0.08], [0.06, 0.00, -0.06], [-0.10, 0.03, 0.05], [-0.07, -0.06, 0.11], [-0.06, 0.02, 0.02], [-0.01, 0.00, -0.03], [-0.08, 0.08, -0.04], [0.04, -0.06, -0.04], [0.03, 0.01, 0.04], [0.11, -0.01, 0.00], [0.00, 0.00, -0.01], [-0.03, -0.13, -0.09], [-0.03, -0.06, -0.06], [-0.05, 0.15, -0.13], [0.05, 0.12, 0.04], [-0.02, -0.02, -0.02], [0.09, 0.03, 0.01], [0.06, 0.01, 0.08], [0.04, 0.00, -0.01], [0.03, 0.01, -0.07], [0.06, -0.02, 0.00], [-0.02, 0.00, 0.03], [-0.05, -0.08, -0.03], [-0.02, -0.02, -0.03], [-0.04, 0.02, 0.03], [0.08, 0.07, -0.01], [-0.02, -0.03, -0.04]],
  "e_homo_ev": [-5.245, -5.251],
  "molar_mass_g_mol": 1064.9,
  "fmax_ha_per_bohr": 0.0324,
  "multiplicity": 2,
  "homo_lumo_gap_ev": [3.397, 3.458],
  "relative_energy_kj_mol": 482.8
}